13
Properties=species:S:1:pos:R:3:forces:R:3 method="wB97M-V/def2-TZVPD" energy_ev=-9269.2046 gap_ha=0.3662 smiles=COc1cc[nH]n1 charge=0 e_above_lowest_ev=4.297 e_lumo_ev=0.97
C 0.9162 -1.7523 0.8473 0.9556 -3.2278 4.2787
C 0.2547 -0.0509 -0.5524 2.6374 1.8762 -2.3427
C -0.5077 0.4942 0.3724 -4.4883 0.7047 4.2300
C -1.1132 1.7020 -0.1462 1.2239 -2.8008 1.3877
H 1.5042 -1.5671 2.0059 -1.8905 0.6898 -3.3238
H 1.3813 -2.7204 0.6461 -0.2026 -0.1520 -0.0244
H -0.1575 -1.9229 0.9263 0.0704 -0.2974 0.8721
H -0.6041 -0.2109 1.2544 -0.7339 2.3070 -0.4744
H -2.0086 2.2754 -0.0057 0.1769 0.2584 0.6817
H -0.7084 2.1738 -2.2117 -0.0749 0.7618 2.2651
N -0.4020 1.8478 -1.2479 -0.7466 -0.4934 -5.5336
N 0.3150 0.7639 -1.6436 1.7936 -1.4419 1.4222
O 1.1302 -1.0326 -0.2449 1.2790 1.8155 -3.4385